A molecular structure, C39H38N4PW. Source: OMol25; level of theory: the ωB97M-V functional and the def2-TZVPD basis.

The calculation puts the strongest force on any atom at 1.8 eV/Å. As for the HOMO-LUMO gap (alpha / beta): 5.8 / 5.8 eV. The calculation puts the lowest unoccupied orbital energy (alpha / beta) at -10.29 / -10.29 eV. The value obtained for the HOMO energy (alpha / beta) is -16.077 / -16.077 eV.

```
! wB97M-V def2-TZVPD RIJCOSX def2/J DEFGRID3
* xyz 3 1
W 0.3677 0.0959 -1.0565
P -0.6742 0.5836 1.2189
N 1.6303 -1.6806 -0.9822
N -0.9201 -1.6435 -1.5413
N 2.2550 1.0075 -0.6421
N 1.3084 0.1744 -3.0151
C 1.3215 1.2619 -3.8025
C -1.6614 -0.9599 1.4384
C -1.7825 1.9871 0.7880
C 4.9320 1.7856 -0.5976
C 3.3085 0.5506 -4.9144
C 1.0619 1.4929 4.8860
C 2.7731 -1.3016 -0.1302
C -2.8915 3.1677 -1.0316
C 2.6082 2.2973 -0.8020
C -2.3967 2.8425 1.6910
C -0.0484 1.4540 5.7041
C -1.5236 -3.1079 2.5613
C -2.9688 -1.2382 1.0219
C 3.2854 -0.5927 -4.1257
C 3.2387 0.1006 -0.4406
C -2.8250 -2.7647 -2.4816
C -3.2576 3.8389 1.2387
C -2.3848 -3.9888 -1.9981
C -0.2687 0.8954 2.9822
C 0.9762 1.2209 3.5209
C 4.5758 0.4571 -0.4135
C 3.9222 2.7207 -0.7880
C 2.2305 1.2747 2.7099
C -2.0718 -1.6310 -2.2346
C -3.5256 3.9873 -0.1154
C -3.8199 -0.2833 0.2454
C -2.8262 -3.3795 2.1708
C 2.1142 -1.9943 -2.3546
C -1.1741 -4.0252 -1.3186
C -0.4703 -2.8495 -1.1184
C -1.2791 1.1000 5.1693
C 0.8788 -2.8272 -0.4372
C 2.2696 -0.7498 -3.1939
C -3.5203 -2.4597 1.4076
C 2.2917 1.4840 -4.7591
C -1.3879 0.8139 3.8251
C -0.9501 -1.9110 2.1864
C -1.1835 1.4443 -1.5432
C -1.9905 2.1890 -0.5988
H 0.7301 -2.6867 0.6447
H -3.3580 -0.0032 -0.6992
H -0.9785 -3.8082 3.1746
H -3.7379 -2.6873 -3.0509
H 2.7157 2.2397 2.8377
H -2.3428 0.5103 3.4168
H 0.0420 -1.6621 2.5463
H -1.5101 1.6452 -2.5733
H 4.1508 3.7653 -0.9226
H 4.0946 0.7100 -5.6342
H -3.3046 -4.2961 2.4754
H 2.0061 1.1303 1.6535
H 5.3324 -0.2912 -0.2407
H 2.0266 1.7417 5.3008
H -4.5354 -2.6779 1.1168
H -3.0587 3.3115 -2.0900
H -3.9979 0.6306 0.8097
H -0.7781 -4.9614 -0.9570
H 5.9676 2.0846 -0.5791
H -0.0597 1.7790 -1.3861
H -2.2110 2.7572 2.7505
H 1.8039 3.0196 -0.9143
H -2.9487 -4.8925 -2.1728
H -4.2043 4.7521 -0.4558
H 3.0584 -2.5530 -2.3219
H -4.7876 -0.7312 0.0363
H 2.2513 2.3702 -5.3701
H 0.0440 1.6862 6.7537
H -3.7201 4.5015 1.9534
H 1.3744 -2.6294 -2.8631
H 1.4027 -3.7814 -0.5838
H 3.6014 -2.0162 -0.2243
H -2.1528 1.0487 5.7988
H 2.9360 0.5146 3.0477
H 4.0389 -1.3573 -4.2413
H -2.3981 -0.6744 -2.6213
H 2.4419 -1.3119 0.9188
H 0.5211 1.9805 -3.6652
*
```

Results of the Löwdin charge analysis, in e, for atoms 1 through 2: number 1, W, carries 1.4490; number 2, P, carries 1.0689